{
  "formula": "H16NO6",
  "method": "the ωB97M-V functional and the def2-TZVPD basis",
  "largest_force_ha_per_bohr": 0.0814,
  "e_tot_ha": -515.52386,
  "de_lowest_ev": 2.8522,
  "charge": 1,
  "species": ["N", "H", "H", "H", "H", "O", "H", "H", "O", "H", "H", "O", "H", "H", "O", "H", "H", "O", "H", "H", "O", "H", "H"],
  "coordinates": [[1.1019, 0.6301, -0.7962], [1.9408, 1.0778, -0.4621], [0.7098, 0.3537, 0.0499], [1.3595, -0.1881, -1.3030], [0.3962, 1.1750, -1.2918], [0.5541, -2.3737, 0.0151], [-0.4107, -2.2783, -0.1678], [0.8344, -3.1195, -0.5376], [1.5319, 0.7051, 2.6173], [1.2420, 1.5982, 2.6109], [1.6117, 0.4369, 3.5800], [-0.5337, -1.3373, -2.4271], [-1.1735, -1.3125, -1.7969], [-0.5862, -2.2250, -2.7856], [0.5664, -1.8313, 2.5154], [0.9947, -0.9788, 2.3455], [0.3017, -2.1037, 1.6009], [-1.7872, 1.5419, 1.1212], [-1.5048, 1.9081, 1.9808], [-2.3528, 2.2149, 0.7994], [-1.4006, 1.8137, -2.4179], [-1.8939, 2.4079, -1.8653], [-1.5016, 1.8848, -3.3853]],
  "atomic_forces_ev_per_a": [[0.59, 0.62, -0.32], [0.47, 0.94, -0.55], [-1.46, -1.15, 2.10], [-0.05, -1.07, -0.76], [-0.01, 0.54, -0.55], [-1.12, -0.03, -1.20], [1.11, -0.32, 0.10], [-0.01, 0.12, 0.28], [0.71, -1.24, 1.30], [-0.35, 1.24, 0.29], [-0.12, 0.55, -1.60], [2.95, -0.03, -2.68], [-3.21, 0.42, 2.65], [0.08, -0.14, -0.34], [-0.43, 0.14, -0.77], [-0.24, -0.37, 0.20], [0.67, -0.08, 1.66], [1.41, -0.53, 0.97], [-0.19, -0.50, -0.40], [-1.11, 0.98, -0.62], [1.38, -1.26, -0.13], [-0.63, 0.65, -0.61], [-0.45, 0.53, 0.98]]
}

***

{
  "formula": "H16NO6",
  "method": "the ωB97M-V functional and the def2-TZVPD basis",
  "largest_force_ha_per_bohr": 0.0215,
  "e_tot_ha": -515.52648,
  "de_lowest_ev": 2.7810,
  "charge": 1,
  "species": ["N", "H", "H", "H", "H", "O", "H", "H", "O", "H", "H", "O", "H", "H", "O", "H", "H", "O", "H", "H", "O", "H", "H"],
  "coordinates": [[0.9089, 0.2662, 0.3329], [0.7671, -0.4252, 1.0553], [1.6705, 0.8339, 0.6761], [0.0970, 0.8657, 0.2966], [1.1148, -0.2727, -0.4962], [-3.8764, -1.2215, -1.6869], [-3.3664, -0.4959, -2.0467], [-4.2116, -1.6836, -2.4552], [-2.7949, 3.0360, 1.5483], [-3.5908, 3.0061, 1.0174], [-3.0950, 3.3080, 2.4156], [4.3456, 2.1741, 2.1435], [5.2353, 2.0100, 2.4559], [4.1538, 3.0688, 2.4243], [1.9300, -3.2952, -2.2521], [1.2562, -3.2645, -2.9312], [2.3553, -4.1440, -2.3741], [-1.2293, 1.9401, -3.5200], [-1.6375, 2.8039, -3.5784], [-0.3756, 2.0492, -3.9389], [0.2681, -3.4164, 3.2940], [0.6014, -4.0657, 3.9132], [-0.5264, -3.0772, 3.7063]],
  "atomic_forces_ev_per_a": [[0.06, -0.26, 1.07], [-0.35, -0.48, 0.59], [0.86, 0.29, -0.29], [-0.64, 0.10, -0.52], [0.14, 0.25, -0.79], [0.12, -0.02, 0.31], [0.08, 0.23, -0.16], [-0.15, -0.16, -0.18], [0.36, -0.16, -0.12], [-0.23, 0.00, -0.16], [-0.05, 0.10, 0.25], [-0.38, -0.19, -0.21], [0.26, -0.12, 0.06], [-0.02, 0.27, 0.09], [-0.05, 0.38, 0.22], [-0.17, -0.04, -0.21], [0.17, -0.23, 0.03], [0.02, -0.29, 0.33], [-0.18, 0.24, -0.04], [0.19, 0.02, -0.23], [0.09, 0.28, -0.30], [0.15, -0.21, 0.13], [-0.25, 0.01, 0.13]]
}

***

{
  "formula": "H16O8",
  "method": "the ωB97M-V functional and the def2-TZVPD basis",
  "largest_force_ha_per_bohr": 0.0646,
  "e_tot_ha": -611.49093,
  "de_lowest_ev": 2.4948,
  "smiles": "O.O.O.O.O.O.O.O",
  "species": ["O", "H", "H", "O", "H", "H", "O", "H", "H", "O", "H", "H", "O", "H", "H", "O", "H", "H", "O", "H", "H", "O", "H", "H"],
  "coordinates": [[0.4584, 1.6500, -3.0068], [0.8674, 2.2270, -3.6828], [1.2324, 1.4230, -2.4548], [-0.6856, 0.3250, 3.4152], [-0.4086, -0.5760, 3.3932], [-0.3346, 0.6050, 4.2442], [-0.2596, -2.8230, -1.5938], [-0.2066, -3.3240, -0.7778], [-0.9056, -2.1770, -1.2938], [2.4764, 0.4830, -1.6268], [3.3944, 0.6050, -1.2858], [2.5244, -0.2880, -2.1198], [-2.8796, 0.9630, -1.3028], [-2.5816, 0.2940, -0.6738], [-3.8206, 0.7850, -1.2898], [0.0614, -2.1900, 2.4482], [-0.4916, -2.4060, 1.7382], [0.7914, -2.0260, 1.8732], [0.4004, 2.0690, 1.3832], [0.0704, 2.3900, 0.5592], [-0.3616, 1.9320, 1.8752], [-0.0816, -0.2490, -0.0108], [0.7344, -0.0860, -0.4998], [0.0064, 0.3940, 0.6902]],
  "atomic_forces_ev_per_a": [[0.86, 0.59, -0.41], [-0.56, -0.41, 0.41], [-0.52, 0.08, -0.20], [-0.63, 0.92, -0.33], [0.24, -1.49, -0.67], [0.25, 0.74, 0.95], [-0.27, -0.07, 0.41], [0.45, -0.60, -0.01], [-0.04, 0.69, -0.48], [1.37, 2.15, 2.14], [-1.14, 0.05, -0.26], [-0.03, -2.49, -1.68], [-0.11, -0.40, 0.39], [0.62, 0.16, -0.08], [-0.44, 0.27, -0.29], [0.75, -0.12, 1.29], [-2.48, -0.58, -1.21], [1.75, 0.71, -0.04], [2.37, 0.24, -0.83], [-0.18, 0.61, -1.11], [-2.22, -0.54, 2.03], [0.03, -0.79, -0.40], [-0.06, -0.15, -0.31], [-0.01, 0.44, 0.70]]
}

***

{
  "formula": "H16O8",
  "method": "the ωB97M-V functional and the def2-TZVPD basis",
  "largest_force_ha_per_bohr": 0.0813,
  "e_tot_ha": -611.44332,
  "de_lowest_ev": 3.7904,
  "smiles": "O.O.O.O.O.O.O.O",
  "species": ["H", "H", "H", "H", "H", "H", "H", "H", "H", "H", "H", "H", "H", "H", "H", "H", "O", "O", "O", "O", "O", "O", "O", "O"],
  "coordinates": [[0.9947, -0.6268, 0.0242], [-0.4894, -0.6368, -0.3552], [-0.8154, 0.8283, 3.5765], [-0.3940, 2.2063, 4.2377], [-1.8450, 3.5597, -2.5692], [-1.8158, 2.4374, -1.4803], [-3.6228, 1.0687, -1.1696], [-4.2285, 2.3554, -0.5153], [-3.3442, -2.5086, 1.7295], [-4.5657, -2.7931, 2.5274], [5.9902, 1.8084, 1.1013], [5.0211, 0.6559, 0.6111], [4.7870, -0.9852, -0.7562], [4.6549, -1.6929, -2.0556], [-0.6955, -2.6530, -1.5569], [-1.1874, -2.0844, -2.9533], [0.2627, -1.1810, -0.1026], [-0.4774, 1.7880, 3.4182], [-1.3083, 3.1506, -1.8564], [-3.6013, 1.9670, -1.1159], [-4.0003, -3.2033, 1.7946], [5.7681, 0.9202, 1.1895], [4.2246, -1.6715, -1.2035], [-0.6735, -1.8874, -2.1734]],
  "atomic_forces_ev_per_a": [[1.47, 1.28, 0.24], [0.37, 0.06, -0.19], [1.01, 2.79, -0.17], [0.11, 0.73, 2.10], [0.38, -0.70, 0.90], [-0.65, 0.00, 0.01], [-0.71, -3.81, 0.19], [-0.34, -0.39, 0.36], [0.56, 0.03, -0.38], [0.85, -1.21, -1.49], [0.15, 2.35, -0.62], [0.78, 0.97, 0.64], [-0.84, -1.11, -0.36], [-0.03, -0.28, -0.61], [0.04, 0.77, -0.86], [-0.27, -0.48, -0.19], [-1.42, -1.16, 0.83], [-1.11, -3.54, -1.94], [0.64, 1.07, -1.01], [0.70, 3.81, -0.45], [-1.40, 1.18, 1.86], [-0.99, -3.24, 0.02], [0.94, 1.34, 0.95], [-0.24, -0.46, 0.18]]
}

***

{
  "formula": "H16O8",
  "method": "the ωB97M-V functional and the def2-TZVPD basis",
  "largest_force_ha_per_bohr": 0.1880,
  "e_tot_ha": -611.36015,
  "de_lowest_ev": 6.0534,
  "smiles": "O.O.O.O.O.O.O.O",
  "species": ["H", "H", "H", "H", "H", "H", "H", "H", "H", "H", "H", "H", "H", "H", "H", "H", "O", "O", "O", "O", "O", "O", "O", "O"],
  "coordinates": [[-0.7761, 0.3843, 1.2869], [0.0835, 0.4691, 0.0414], [-1.5453, -0.5041, -1.5440], [-2.2246, -0.6835, -0.1774], [-2.3712, 1.2594, 2.0624], [-3.3624, 0.4327, 1.4027], [2.6482, -2.7619, -2.7803], [1.8440, -3.0497, -1.3565], [4.2031, -0.5805, 1.9187], [3.0307, 0.1557, 2.1073], [4.1340, 0.5069, -1.1248], [4.5486, 0.8869, 0.2244], [-4.0587, -3.4894, 0.6368], [-3.9182, -1.9354, 0.7724], [-0.2464, 3.6062, -1.4085], [-1.2403, 4.4582, -2.2239], [-0.7694, -0.0022, 0.4137], [-2.2074, -0.1540, -0.8900], [-3.1528, 1.3093, 1.4454], [1.9554, -2.4410, -2.1565], [3.8635, 0.1197, 2.4616], [3.8626, 0.4439, -0.2037], [-3.4652, -2.7105, 0.4536], [-0.8358, 4.2800, -1.3616]],
  "atomic_forces_ev_per_a": [[0.21, 0.09, 0.80], [-2.37, -1.53, 0.89], [-1.32, 0.20, 1.34], [0.08, -3.02, 2.80], [-1.31, 0.64, -0.87], [-1.31, -3.64, -0.57], [-0.84, -0.08, 1.20], [0.67, 1.07, -2.07], [0.81, -0.64, -0.24], [-3.56, 0.67, -1.13], [-0.33, -0.22, -0.20], [1.64, 1.23, 1.58], [0.87, 1.42, -0.22], [-0.53, 0.18, 0.10], [2.55, -3.15, -0.64], [0.43, -0.43, 0.39], [7.30, 2.08, 2.64], [-3.41, 1.90, -8.84], [2.26, 3.30, 1.79], [0.15, -0.95, 0.86], [2.78, -0.06, 1.59], [-1.38, -0.99, -1.58], [-0.42, -1.66, 0.14], [-2.98, 3.60, 0.25]]
}

***

Number 1: Kohn-Sham gap 9.79 eV. Number 2: Kohn-Sham gap 10.15 eV. Number 3: Kohn-Sham gap 10.94 eV. Number 4: Kohn-Sham gap 10.68 eV. Number 5: Kohn-Sham gap 8.86 eV.